Entry from OMol25: a cluster of 14 separate species, C36H97BF3N2O15 in total in a non-equilibrium geometry (ωB97M-V with the def2-TZVPD basis set).

Each line ends with the Mulliken charge.
Geometry (Å):
C  5.310  -3.620  -2.932  -1.178
N  3.955  -3.681  -3.531  -0.135
C  3.666  -5.040  -4.064  -1.093
B  2.973  -3.162  -2.633  0.374
O  3.153  -3.155  -1.263  -0.334
N  1.611  -2.602  -3.110  0.905
C  1.230  -1.344  -2.405  -0.750
C  2.199  -0.168  -2.561  -0.756
C  2.209  0.508  -3.918  0.600
F  1.094  1.145  -4.326  -0.259
C  3.298  0.503  -4.675  -0.050
F  4.212  -0.446  -4.580  -0.190
F  3.543  1.413  -5.588  -0.184
C  0.598  -3.650  -2.666  -0.635
C  -0.731  -3.540  -3.410  -0.885
O  -0.638  -3.645  -4.835  -0.288
C  0.716  -3.715  -5.222  -1.001
C  1.476  -2.534  -4.613  -0.159
H  5.394  -4.208  -2.017  0.352
H  6.001  -4.033  -3.668  0.445
H  5.591  -2.579  -2.775  0.312
H  4.594  -5.600  -4.170  0.478
H  3.006  -5.624  -3.418  0.336
H  3.264  -4.950  -5.075  0.268
H  3.554  -2.355  -0.908  0.317
H  0.260  -1.027  -2.800  0.508
H  1.056  -1.515  -1.342  0.186
H  1.860  0.593  -1.848  0.577
H  3.240  -0.369  -2.303  0.257
H  0.368  -3.518  -1.605  0.108
H  1.049  -4.643  -2.727  0.539
H  -1.344  -4.371  -3.045  0.402
H  -1.251  -2.635  -3.090  0.505
H  1.157  -4.699  -5.050  0.331
H  0.741  -3.553  -6.302  0.486
H  2.428  -2.379  -5.118  0.401
H  0.871  -1.647  -4.819  0.240
C  -1.928  3.923  -2.750  -0.916
C  -0.654  3.967  -1.934  0.199
O  -0.255  2.632  -1.556  -0.443
H  -2.724  3.439  -2.182  0.109
H  -2.257  4.926  -3.023  0.332
H  -1.777  3.340  -3.663  0.346
H  -0.800  4.524  -1.012  -0.200
H  0.152  4.441  -2.499  0.459
H  -0.100  2.109  -2.347  0.072
C  -1.085  6.068  1.751  -0.599
C  -0.884  7.331  0.934  -0.450
O  -1.926  7.482  -0.031  -0.450
H  -1.113  5.200  1.095  0.021
H  -0.283  5.933  2.478  0.382
H  -2.038  6.100  2.286  0.286
H  0.055  7.280  0.384  0.315
H  -0.857  8.219  1.573  0.326
H  -2.760  7.558  0.441  0.249
C  -3.151  1.556  0.294  -1.024
C  -2.513  2.789  0.912  0.714
O  -1.098  2.655  0.969  -0.687
H  -2.896  0.669  0.876  0.330
H  -4.238  1.652  0.255  0.380
H  -2.778  1.398  -0.721  -0.012
H  -2.875  2.933  1.928  0.009
H  -2.763  3.686  0.330  -0.175
H  -0.773  2.542  0.043  0.442
C  -4.854  7.947  -2.156  -0.838
C  -5.747  6.750  -1.890  -0.242
O  -4.978  5.579  -1.617  -0.403
H  -4.195  7.758  -3.004  0.224
H  -5.449  8.837  -2.363  0.393
H  -4.217  8.145  -1.291  0.155
H  -6.370  6.534  -2.757  0.296
H  -6.403  6.946  -1.035  0.257
H  -4.437  5.762  -0.843  0.176
C  -5.050  2.086  5.421  -1.145
C  -4.520  2.500  4.061  -0.095
O  -4.435  3.921  3.948  -0.514
H  -6.035  2.513  5.594  0.250
H  -5.123  1.003  5.500  0.304
H  -4.393  2.452  6.215  0.416
H  -5.183  2.153  3.268  0.244
H  -3.524  2.074  3.889  0.231
H  -3.842  4.232  4.638  0.285
C  0.512  -4.191  2.800  -1.009
C  0.801  -3.076  1.817  -0.006
O  -0.184  -3.025  0.775  -0.455
H  0.486  -5.153  2.289  0.293
H  1.273  -4.231  3.578  0.141
H  -0.464  -4.046  3.270  0.388
H  1.765  -3.233  1.334  0.133
H  0.824  -2.109  2.329  0.289
H  -1.039  -2.875  1.189  0.242
C  4.479  -4.740  5.857  -0.690
C  3.599  -5.900  5.434  -0.371
O  3.327  -5.865  4.031  -0.471
H  4.008  -3.789  5.611  0.226
H  4.674  -4.763  6.929  0.140
H  5.437  -4.770  5.331  0.323
H  2.637  -5.859  5.944  0.291
H  4.076  -6.854  5.680  0.312
H  4.169  -5.915  3.572  0.266
C  6.002  -3.131  9.466  -1.076
C  6.298  -2.009  8.489  0.017
O  5.312  -1.963  7.451  -0.518
H  5.978  -4.090  8.948  0.227
H  6.756  -3.174  10.250  0.372
H  5.021  -2.989  9.930  0.309
H  7.265  -2.163  8.014  0.228
H  6.318  -1.048  9.001  0.129
H  4.459  -1.815  7.868  0.309
C  9.695  0.928  10.624  -1.165
C  8.794  0.090  9.738  -0.214
O  8.318  -1.069  10.421  -0.461
H  10.546  0.338  10.966  0.288
H  10.067  1.804  10.091  0.346
H  9.156  1.266  11.512  0.352
H  9.339  -0.262  8.863  0.285
H  7.938  0.681  9.394  0.285
H  7.827  -0.769  11.192  0.289
C  -4.346  -0.023  -5.081  -1.273
C  -3.077  0.056  -4.261  0.213
O  -2.634  -1.253  -3.882  -0.352
H  -5.138  -0.518  -4.520  0.274
H  -4.690  0.971  -5.370  0.410
H  -4.171  -0.609  -5.986  0.329
H  -3.241  0.620  -3.344  0.128
H  -2.277  0.545  -4.828  0.106
H  -2.480  -1.743  -4.697  0.106
C  -9.904  -0.088  5.344  -1.100
C  -8.489  0.204  4.881  -0.181
O  -7.647  0.574  5.971  -0.473
H  -10.327  0.783  5.845  0.293
H  -10.546  -0.356  4.504  0.335
H  -9.913  -0.912  6.062  0.328
H  -8.482  1.038  4.181  0.281
H  -8.063  -0.671  4.379  0.265
H  -7.636  -0.160  6.593  0.257
C  -4.254  -5.189  -6.912  -0.998
C  -3.497  -4.209  -7.788  -0.221
O  -3.193  -3.007  -7.081  -0.463
H  -5.180  -4.739  -6.552  0.265
H  -4.497  -6.100  -7.460  0.373
H  -3.661  -5.459  -6.034  0.259
H  -4.097  -3.925  -8.651  0.294
H  -2.566  -4.659  -8.149  0.243
H  -2.651  -3.253  -6.323  0.221
C  2.964  3.607  -8.803  -0.883
C  2.328  4.614  -7.864  -0.219
O  1.387  3.982  -6.997  -0.445
H  2.200  3.109  -9.401  0.259
H  3.677  4.087  -9.475  0.333
H  3.488  2.832  -8.237  0.210
H  1.786  5.374  -8.424  0.295
H  3.092  5.114  -7.259  0.248
H  1.862  3.318  -6.490  0.206

Results
charge: +1
F_max: 1.26 eV/A
E_HOMO: -11.213 eV
LUMO: -2.28 eV
total energy: -2992.038452 hartree